# 1
This record from OMol25 describes a molecular structure, C24H33CdN3O4SSb. The level of theory is wB97M-V/def2-TZVPD.

Each line ends with the Löwdin charge.
Cartesian coordinates (Å):
Cd: 0.650 1.746 0.137  1.32
C: -0.154 5.847 -0.962  -0.10
O: 1.168 6.377 -1.000  -0.09
C: 2.170 5.710 -0.351  -0.23
C: 3.142 6.506 0.213  -0.03
C: 4.252 5.963 0.866  -0.12
C: 4.354 4.595 0.945  -0.09
C: 3.376 3.753 0.390  -0.16
C: 3.656 2.322 0.469  -0.10
N: 2.799 1.400 0.266  -0.12
N: 3.247 0.090 0.246  0.04
C: 2.298 -0.711 -0.173  -0.49
O: 1.093 -0.403 -0.517  -0.25
C: 2.690 -2.158 -0.278  -0.15
C: 1.875 -3.040 -0.978  -0.04
C: 2.216 -4.383 -1.090  -0.09
C: 3.378 -4.857 -0.496  -0.11
C: 4.195 -3.979 0.208  -0.09
C: 3.856 -2.638 0.314  -0.04
C: 2.244 4.287 -0.305  -0.33
O: 1.360 3.565 -0.924  -0.23
H: -0.789 6.622 -1.387  0.09
H: -0.466 5.661 0.069  0.08
H: -0.244 4.928 -1.530  0.06
H: 3.019 7.580 0.121  0.11
H: 5.004 6.609 1.301  0.09
H: 5.204 4.138 1.442  0.10
H: 4.683 2.019 0.678  0.12
H: 0.970 -2.661 -1.434  0.09
H: 1.571 -5.058 -1.639  0.10
H: 3.647 -5.903 -0.580  0.09
H: 5.102 -4.342 0.677  0.09
H: 4.483 -1.943 0.855  0.10
O: -2.978 3.904 1.263  -0.58
S: -1.933 3.134 0.597  0.50
N: -0.821 2.585 1.404  -0.58
C: -4.662 -2.564 0.366  -0.15
C: -3.944 -1.307 0.861  -0.57
C: -4.765 -0.060 0.501  -0.18
Sb: -1.850 -0.888 0.332  1.50
C: -0.878 -2.549 1.338  -0.58
C: -1.556 -3.913 1.301  -0.15
C: -0.636 -2.092 2.778  -0.18
C: -1.747 -1.392 -1.792  -0.57
C: -1.989 -0.085 -2.555  -0.17
C: -2.627 -2.510 -2.340  -0.15
H: -5.612 -2.685 0.903  0.07
H: -4.086 -3.476 0.510  0.04
H: -4.906 -2.490 -0.692  0.05
H: -3.875 -1.361 1.955  0.07
H: -4.864 0.037 -0.585  0.06
H: -4.311 0.861 0.874  0.04
H: -5.779 -0.123 0.914  0.07
H: 0.086 -2.618 0.830  0.05
H: -2.487 -3.909 1.871  0.06
H: -0.903 -4.670 1.752  0.07
H: -1.780 -4.240 0.283  0.05
H: -1.580 -1.972 3.321  0.06
H: -0.109 -1.136 2.819  0.06
H: -0.035 -2.830 3.322  0.07
H: -0.696 -1.661 -1.916  0.04
H: -3.005 0.290 -2.397  0.06
H: -1.856 -0.234 -3.634  0.07
H: -1.297 0.699 -2.245  0.04
H: -3.670 -2.197 -2.397  0.06
H: -2.582 -3.420 -1.738  0.05
H: -2.315 -2.770 -3.360  0.07

Its strongest force on any atom is 0.35 eV/Å. For the HOMO energy, the calculation gives -4.58 eV. For the HOMO-LUMO gap, the calculation gives 0.264 hartree. Its total charge is -1.

# 2
This record from OMol25 describes 8 unconnected molecules or ions with the total composition C42H77BF4N14. The level of theory is wB97M-V/def2-TZVPD.

Each line ends with the Löwdin charge.
Cartesian coordinates (Å):
C: 8.699 -21.611 -9.905  -0.04
C: 8.668 -20.349 -10.897  -0.12
N: 9.173 -19.043 -10.386  -0.04
C: 8.600 -17.724 -10.428  0.03
C: 9.413 -16.843 -9.719  0.00
N: 10.540 -17.553 -9.379  -0.09
C: 10.379 -18.879 -9.757  0.02
C: 11.690 -17.026 -8.594  0.03
H: 8.435 -22.577 -10.337  0.08
H: 8.083 -21.440 -9.023  0.08
H: 9.728 -21.868 -9.652  0.07
H: 7.726 -20.153 -11.409  0.12
H: 9.332 -20.547 -11.738  0.12
H: 7.619 -17.600 -10.862  0.13
H: 9.291 -15.781 -9.565  0.14
H: 11.124 -19.633 -9.550  0.16
H: 12.635 -17.273 -9.076  0.10
H: 11.721 -17.631 -7.687  0.10
H: 11.610 -16.018 -8.187  0.11
C: 13.623 -18.700 -18.747  -0.07
C: 14.017 -19.847 -17.774  -0.14
N: 15.381 -20.378 -18.119  -0.04
C: 16.128 -20.136 -19.255  0.01
C: 17.314 -20.890 -19.138  0.00
N: 17.272 -21.596 -17.988  -0.09
C: 16.124 -21.257 -17.306  0.04
C: 18.162 -22.636 -17.422  0.03
H: 13.345 -19.165 -19.693  0.08
H: 14.418 -17.972 -18.910  0.08
H: 12.748 -18.186 -18.349  0.08
H: 13.289 -20.658 -17.737  0.13
H: 14.077 -19.472 -16.752  0.12
H: 15.791 -19.543 -20.092  0.13
H: 18.224 -21.005 -19.706  0.15
H: 15.829 -21.757 -16.395  0.16
H: 17.713 -23.254 -16.644  0.11
H: 19.038 -22.151 -16.991  0.11
H: 18.601 -23.243 -18.214  0.11
C: -2.230 -15.394 -23.740  -0.05
C: -3.426 -14.825 -24.508  -0.20
N: -4.116 -13.861 -23.771  -0.07
C: -4.832 -14.168 -22.617  0.02
C: -5.531 -13.005 -22.283  0.01
N: -5.287 -12.016 -23.216  -0.10
C: -4.318 -12.533 -24.059  0.07
C: -6.112 -10.895 -23.423  0.00
H: -1.458 -14.633 -23.843  0.08
H: -1.819 -16.229 -24.307  0.09
H: -2.335 -15.571 -22.669  0.08
H: -4.125 -15.646 -24.667  0.14
H: -3.230 -14.452 -25.513  0.14
H: -4.767 -15.104 -22.081  0.14
H: -6.251 -12.806 -21.503  0.14
H: -3.866 -11.985 -24.872  0.17
H: -7.103 -10.950 -22.973  0.12
H: -6.161 -10.732 -24.500  0.11
H: -5.574 -9.995 -23.124  0.11
C: 4.785 -7.531 -17.065  -0.06
C: 3.916 -6.313 -16.491  -0.10
N: 4.423 -5.026 -17.159  -0.05
C: 4.462 -4.770 -18.563  0.04
C: 4.924 -3.412 -18.709  0.02
N: 5.055 -2.881 -17.454  -0.13
C: 4.850 -3.879 -16.497  0.06
C: 5.313 -1.499 -17.202  0.01
H: 4.872 -7.424 -18.146  0.05
H: 4.395 -8.472 -16.677  0.08
H: 5.828 -7.520 -16.747  0.08
H: 4.020 -6.373 -15.407  0.12
H: 2.860 -6.376 -16.754  0.12
H: 4.264 -5.574 -19.256  0.12
H: 5.091 -2.709 -19.511  0.14
H: 4.798 -3.697 -15.434  0.16
H: 4.719 -0.828 -17.824  0.12
H: 6.353 -1.379 -17.506  0.12
H: 5.126 -1.286 -16.149  0.11
C: -0.663 -25.106 -15.241  -0.05
C: 0.274 -26.194 -14.587  -0.15
N: 0.461 -25.850 -13.205  -0.07
C: 1.034 -24.697 -12.645  0.02
C: 1.099 -24.870 -11.282  0.00
N: 0.430 -26.018 -10.959  -0.11
C: 0.062 -26.631 -12.135  0.05
C: 0.007 -26.506 -9.689  0.01
H: -1.182 -25.503 -16.112  0.08
H: -0.110 -24.240 -15.605  0.07
H: -1.460 -24.830 -14.551  0.08
H: 1.216 -26.299 -15.125  0.13
H: -0.203 -27.174 -14.589  0.13
H: 1.450 -23.984 -13.341  0.14
H: 1.518 -24.286 -10.477  0.14
H: -0.379 -27.614 -12.215  0.17
H: -0.069 -25.686 -8.975  0.11
H: 0.831 -27.186 -9.475  0.12
H: -0.941 -27.043 -9.709  0.12
C: 7.631 -13.188 -24.488  -0.09
C: 6.914 -14.122 -25.403  -0.15
N: 7.172 -15.545 -25.078  -0.03
C: 6.682 -16.242 -24.006  -0.02
C: 7.142 -17.573 -23.927  0.05
N: 7.937 -17.696 -25.081  -0.09
C: 7.929 -16.475 -25.712  0.02
C: 8.646 -18.868 -25.523  0.00
H: 8.548 -13.560 -24.032  0.09
H: 7.055 -12.968 -23.589  0.07
H: 7.624 -12.178 -24.900  0.10
H: 7.435 -13.923 -26.340  0.13
H: 5.862 -13.841 -25.463  0.14
H: 6.041 -15.712 -23.317  0.14
H: 6.995 -18.404 -23.254  0.14
H: 8.568 -16.189 -26.534  0.17
H: 9.210 -18.727 -26.444  0.11
H: 8.015 -19.719 -25.780  0.11
H: 9.414 -19.177 -24.814  0.11
C: -1.911 -13.817 -17.076  -0.07
C: -1.569 -14.487 -15.774  -0.21
N: -2.564 -15.389 -15.368  -0.08
C: -2.769 -16.622 -15.922  0.03
C: -3.951 -17.039 -15.343  -0.01
N: -4.398 -16.179 -14.414  -0.10
C: -3.588 -15.063 -14.455  0.09
C: -5.486 -16.256 -13.526  0.00
H: -1.567 -14.435 -17.906  0.08
H: -1.299 -12.917 -17.127  0.09
H: -2.956 -13.531 -17.198  0.09
H: -1.509 -13.736 -14.987  0.13
H: -0.598 -14.958 -15.928  0.15
H: -1.977 -17.090 -16.487  0.15
H: -4.552 -17.921 -15.507  0.14
H: -3.667 -14.133 -13.912  0.17
H: -6.148 -17.083 -13.785  0.12
H: -6.038 -15.317 -13.492  0.11
H: -5.228 -16.357 -12.472  0.12
B: 4.216 -18.548 -16.911  -1.39
F: 3.513 -18.854 -17.995  0.17
F: 4.715 -17.276 -17.049  0.10
F: 3.437 -18.627 -15.730  0.06
F: 5.386 -19.315 -16.846  0.07

Its strongest force on any atom is 5.10 eV/Å. For the HOMO energy, the calculation gives -16.63 eV. For the HOMO-LUMO gap, the calculation gives 0.307 hartree. Its total charge is +6.